Molecular formula: C4H7N
Method: DFT, ωB97M-V/def2-TZVPD

The geometry in XYZ format:
```
12
Properties=species:S:1:pos:R:3:forces:R:3:lowdin_charge:R:1
C 1.631916 -0.576028 1.343769 0.178 -0.366 0.887 -0.32
C 2.230739 0.040494 0.398904 1.906 0.669 -2.826 -0.02
C -1.251004 -0.083918 -0.381423 3.204 2.468 1.169 -0.05
C -1.028937 1.236921 -0.496153 -2.250 -0.897 -2.350 -0.06
N 1.108126 -1.096285 2.307551 -0.160 0.583 0.511 0.15
H 3.234256 -0.232841 -0.027377 -1.145 -0.003 0.904 0.08
H 1.680794 0.697557 -0.270547 0.020 0.180 0.522 0.04
H -1.943908 -0.707517 -0.819933 -1.673 -0.724 -0.979 0.02
H -0.415277 -0.541685 0.118695 -0.332 -0.792 0.463 0.00
H -0.186370 1.752184 -0.094715 0.332 0.096 0.430 0.03
H -1.654291 1.789482 -1.244887 0.437 -0.099 1.139 0.06
H 0.463582 -1.792590 1.998615 -0.517 -1.113 0.131 0.06
```
Forces are in eV/Å.

Its electronic energy is -211.25701 hartree. The energy above the lowest of the compared OMol25 structures with the same formula, charge and spin comes out at 2.821 eV. As for the SMILES: C=C=N.C=C. The calculation puts the frontier orbital gap at 10.431 eV.


Molecular formula: C11H24ClI2N2P2Y
Method: DFT, ωB97M-V/def2-TZVPD

The geometry in XYZ format:
```
43
Properties=species:S:1:pos:R:3:forces:R:3:lowdin_charge:R:1
I 3.085227 -3.140868 1.773936 4.871 2.754 -3.411 0.95
I 0.201111 -3.977763 4.255816 -2.310 0.514 2.808 1.02
Y -0.141821 0.209708 -0.184365 0.002 -0.171 0.989 1.12
P 0.237535 1.426024 2.392779 0.313 0.239 2.228 0.71
C 0.571008 0.352171 3.874362 0.249 -0.249 -0.651 -0.28
C 1.616128 2.645097 2.565143 -1.093 0.530 -0.575 -0.25
H 1.611068 3.203727 3.508074 -0.233 -0.300 -0.109 0.07
H -1.251507 2.765053 3.881540 0.253 0.093 0.446 0.05
H 1.524383 3.358006 1.739347 0.076 0.038 0.143 0.04
H -1.629345 2.978785 2.155639 0.202 -0.331 0.550 0.05
H 1.524160 -0.182729 3.739233 -0.171 0.247 0.145 0.04
H 2.555464 2.147777 2.456175 0.636 -0.464 -0.027 0.04
C -1.325255 2.249901 2.940946 -0.286 0.046 -1.788 -0.26
H 0.634539 0.973195 4.767197 0.011 0.029 -0.041 0.06
H -2.130152 1.500060 2.982339 0.292 0.143 0.149 0.05
H -0.201140 -0.404259 4.018691 -0.105 0.080 -0.025 0.03
P -0.317532 -0.436496 -2.790952 0.491 -1.419 -1.474 0.64
C 0.012204 -2.212992 -3.223507 0.808 0.957 0.865 -0.25
C -1.925919 -0.096195 -3.540045 -0.635 -0.635 0.922 -0.25
H 0.928354 1.467429 -3.557686 0.025 -0.315 -0.401 0.03
H 0.699391 0.229998 -4.838196 -0.067 -0.085 -1.165 0.04
H 1.937891 -0.014429 -3.551629 -0.797 0.289 -0.398 0.08
C 0.931386 0.397645 -3.820543 0.792 0.439 1.981 -0.25
H -2.206356 0.926074 -3.329042 -0.114 0.331 -0.162 0.04
H -1.855246 -0.280863 -4.600729 -0.181 -0.006 -0.373 0.06
H 0.096064 -2.282782 -4.297596 -0.037 -0.250 -0.294 0.06
H -0.778475 -2.825981 -2.830631 -0.291 -0.386 -0.131 0.01
H -2.702738 -0.764471 -3.076285 0.689 0.544 -0.547 0.07
H 0.974230 -2.505699 -2.741942 -0.636 0.084 -0.441 0.06
Cl -0.394035 2.475728 -1.079064 -0.043 -0.319 0.205 -0.04
N 0.706576 -6.143119 1.885587 -1.090 0.393 -0.695 0.19
C 0.264876 -4.940318 1.497170 2.584 1.877 0.864 -0.36
C -0.388024 -4.605679 0.324213 -0.749 -1.534 -1.448 -0.02
C -0.632467 -3.307122 -0.100377 1.045 -0.502 1.625 -0.14
N -0.026137 -2.230763 0.417928 0.468 0.964 0.634 -0.13
C 0.830469 -2.437082 1.553037 0.965 0.266 -0.683 -0.51
C 0.776248 -3.728638 2.267447 -1.781 -3.707 2.479 -1.07
H 0.314548 -6.976805 1.475102 0.038 -0.019 -0.207 0.14
H 1.256805 -6.310761 2.715912 -0.148 0.404 0.096 0.11
H -0.658177 -5.421335 -0.360914 -0.343 0.400 0.411 0.14
H -1.385537 -3.147655 -0.841082 -0.075 0.139 -0.630 0.10
H 1.076817 -1.476524 2.039471 -0.646 -0.936 0.305 0.01
H 1.775325 -3.981938 2.865786 -2.980 -0.169 -2.169 -0.23
```
Forces are in eV/Å.

Its electronic energy is -2319.06883 hartree. The energy above the lowest of the compared OMol25 structures with the same formula, charge and spin comes out at 4.680 eV. As for the net charge: +2. The calculation puts the frontier orbital gap at 5.386 eV.


Molecular formula: C22H48FGaN3O14
Method: DFT, ωB97M-V/def2-TZVPD

The geometry in XYZ format:
```
89
Properties=species:S:1:pos:R:3:forces:R:3:lowdin_charge:R:1
C -0.426358 0.225281 6.969756 0.168 -0.129 1.052 -0.13
C 1.034382 -0.528945 7.119604 -0.373 -0.807 -1.071 -0.38
O 1.886359 -0.434300 5.912000 -0.733 -0.045 2.321 -0.37
Ga 3.628877 -0.987854 6.534538 0.207 -0.285 -0.095 0.37
C 5.053708 -0.138354 5.232421 2.657 0.387 -0.358 -0.18
C 6.216609 0.716197 6.047166 -1.543 6.691 0.317 -0.27
O 6.074615 2.043833 6.262893 1.410 -9.003 -1.142 -0.09
F 7.479470 0.109341 6.589923 -3.397 1.045 -1.488 -0.09
C 3.845949 -3.055852 6.621901 0.900 -0.751 -0.305 -0.22
C 3.539479 -3.710272 8.093349 -0.068 -0.450 -1.012 -0.66
N 2.131448 -3.506298 8.607758 0.285 0.635 -0.198 0.01
N 4.495893 -3.209104 9.167655 -1.046 0.385 -1.032 0.03
N 3.703328 -5.235159 7.919693 -0.409 0.037 1.560 -0.01
H -1.139366 -0.355808 6.241882 1.544 1.217 1.245 0.07
H -0.935098 0.195791 8.048752 1.002 0.021 -2.235 0.07
H -0.345583 1.357821 6.680421 -0.010 -2.252 0.347 0.07
H 1.663278 -0.188473 8.045995 -1.503 -0.308 -1.412 0.07
H 0.789629 -1.681857 7.252392 0.269 2.241 0.030 0.09
H 3.903070 -0.374660 7.986359 -0.111 0.092 0.072 -0.02
H 5.586306 -1.018228 4.645905 -1.008 1.904 1.099 0.07
H 4.517564 0.612049 4.504153 1.387 -1.326 1.513 0.08
H 3.268638 -3.597089 5.728886 1.037 0.814 2.188 0.06
H 5.000117 -3.263414 6.399260 -2.291 0.239 0.482 0.07
H 1.963240 -2.521118 8.940833 0.264 -1.382 -0.988 0.06
H 1.400244 -3.788972 7.910916 1.189 0.672 0.793 0.07
H 5.157680 -2.490547 8.785632 -1.186 -0.848 0.416 0.06
H 3.903879 -2.765317 9.903810 0.892 -0.398 -0.866 0.06
H 2.752250 -5.687064 8.032932 1.445 0.813 -0.094 0.06
H 4.271512 -5.598486 8.736779 -0.947 0.785 -1.153 0.06
C 0.864279 1.427281 -0.564955 -0.027 0.114 0.302 -0.06
C 1.118388 -0.010441 -0.982625 -0.368 0.365 -0.206 -0.22
O 2.115455 -0.613475 -0.148164 -0.137 -0.507 0.589 0.02
C 1.690334 -1.026882 1.071227 -0.307 0.121 0.662 -0.55
O 0.550028 -0.936131 1.501853 1.556 -0.203 -0.787 0.11
O 2.754530 -1.531119 1.742076 -0.900 0.410 -1.224 -0.01
C 2.460221 -1.918713 3.081965 -0.054 -0.072 0.865 -0.05
H 1.801983 1.991755 -0.536051 -0.101 -0.083 -0.168 0.08
H 0.175427 1.916511 -1.259240 0.103 -0.066 0.014 0.08
H 0.433063 1.477665 0.439581 -0.016 -0.114 -0.172 0.08
H 1.507700 -0.027242 -2.006280 0.156 -0.147 0.316 0.10
H 0.196223 -0.602867 -0.979092 0.195 0.072 0.189 0.13
H 1.602427 -2.597754 3.121935 0.074 0.262 -0.038 0.10
H 2.278055 -1.029927 3.694133 -0.201 -0.270 -0.024 0.08
H 3.332032 -2.442772 3.483090 -0.016 0.152 -0.319 0.09
C -3.536504 -0.602439 -6.061822 0.149 -0.300 -0.067 -0.08
C -2.824289 0.675473 -5.654693 -0.503 -0.005 -0.377 -0.22
O -1.719433 0.387671 -4.788335 1.030 -0.131 -0.285 0.03
C -0.595292 -0.062431 -5.398471 -0.142 -0.228 -0.477 -0.55
O -0.449842 -0.230155 -6.600421 -0.160 0.295 1.684 0.10
O 0.329799 -0.322812 -4.442848 -0.843 0.379 -0.679 -0.02
C 1.534566 -0.893912 -4.947360 0.561 -0.222 -0.138 -0.05
H -3.820596 -1.183586 -5.178468 -0.078 0.203 -0.053 0.09
H -4.434575 -0.377017 -6.643673 0.064 0.013 0.096 0.08
H -2.886894 -1.242530 -6.666693 -0.041 0.198 -0.005 0.07
H -3.514530 1.310996 -5.089542 0.366 -0.131 0.150 0.12
H -2.496218 1.252500 -6.526919 0.127 -0.227 0.156 0.12
H 1.954254 -0.289295 -5.757794 -0.214 -0.170 0.078 0.10
H 1.346750 -1.917423 -5.286516 0.038 0.215 -0.092 0.10
H 2.262019 -0.927349 -4.131710 -0.358 0.097 0.015 0.09
C 4.159863 6.578828 -0.404940 0.004 0.021 -0.340 -0.07
C 2.893441 6.490846 0.428426 0.625 -0.409 0.213 -0.21
O 1.862044 7.317592 -0.125492 -0.909 -0.247 -0.807 0.02
C 1.209938 6.805007 -1.198136 0.550 -0.543 -0.098 -0.55
O 1.420807 5.716549 -1.712690 -0.433 1.590 0.716 0.10
O 0.303986 7.720463 -1.620032 0.565 -0.580 0.435 -0.01
C -0.389354 7.340839 -2.806336 -0.304 -0.102 -0.407 -0.06
H 4.465305 7.622408 -0.532993 -0.011 -0.106 0.181 0.08
H 4.974924 6.024867 0.069083 -0.122 0.075 -0.005 0.08
H 4.003553 6.169155 -1.407594 -0.025 -0.060 0.195 0.07
H 3.095989 6.867664 1.436740 -0.309 0.135 -0.250 0.13
H 2.548914 5.455772 0.534686 -0.042 0.229 -0.197 0.13
H -0.839515 6.348036 -2.705347 0.249 0.136 -0.032 0.10
H 0.293607 7.370079 -3.661079 -0.102 -0.177 0.129 0.10
H -1.190247 8.065188 -2.978039 0.262 0.013 0.272 0.09
C -10.497368 -3.152285 -8.565072 0.160 -0.300 -0.065 -0.07
C -9.785153 -1.874373 -8.157943 -0.526 -0.007 -0.395 -0.22
O -8.680296 -2.162175 -7.291585 1.032 -0.122 -0.266 0.02
C -7.556155 -2.612277 -7.901721 -0.143 -0.249 -0.539 -0.55
O -7.410705 -2.780003 -9.103671 -0.155 0.310 1.720 0.10
O -6.631064 -2.872659 -6.946099 -0.826 0.389 -0.645 -0.01
C -5.426297 -3.443759 -7.450609 0.561 -0.230 -0.135 -0.06
H -10.781459 -3.733432 -7.681718 -0.064 0.199 -0.062 0.08
H -11.395438 -2.926864 -9.146922 0.087 0.017 0.091 0.08
H -9.847756 -3.792376 -9.169942 -0.069 0.198 0.007 0.07
H -10.475393 -1.238852 -7.592791 0.370 -0.121 0.151 0.12
H -9.457082 -1.297346 -9.030168 0.127 -0.227 0.159 0.12
H -5.006609 -2.839143 -8.261044 -0.204 -0.175 0.075 0.10
H -5.614113 -4.467270 -7.789766 0.034 0.217 -0.103 0.10
H -4.698844 -3.477197 -6.634959 -0.366 0.114 0.011 0.09
```
Forces are in eV/Å.

Its electronic energy is -4109.32879 hartree. As for the net charge: -1. The calculation puts the frontier orbital gap at 7.012 eV.


What did the first record say?
Molecular formula: C4H7N
Method: DFT, ωB97M-V/def2-TZVPD

The geometry in XYZ format:
```
12
Properties=species:S:1:pos:R:3:forces:R:3:lowdin_charge:R:1
C 1.631916 -0.576028 1.343769 0.178 -0.366 0.887 -0.32
C 2.230739 0.040494 0.398904 1.906 0.669 -2.826 -0.02
C -1.251004 -0.083918 -0.381423 3.204 2.468 1.169 -0.05
C -1.028937 1.236921 -0.496153 -2.250 -0.897 -2.350 -0.06
N 1.108126 -1.096285 2.307551 -0.160 0.583 0.511 0.15
H 3.234256 -0.232841 -0.027377 -1.145 -0.003 0.904 0.08
H 1.680794 0.697557 -0.270547 0.020 0.180 0.522 0.04
H -1.943908 -0.707517 -0.819933 -1.673 -0.724 -0.979 0.02
H -0.415277 -0.541685 0.118695 -0.332 -0.792 0.463 0.00
H -0.186370 1.752184 -0.094715 0.332 0.096 0.430 0.03
H -1.654291 1.789482 -1.244887 0.437 -0.099 1.139 0.06
H 0.463582 -1.792590 1.998615 -0.517 -1.113 0.131 0.06
```
Forces are in eV/Å.

Its electronic energy is -211.25701 hartree. The energy above the lowest of the compared OMol25 structures with the same formula, charge and spin comes out at 2.821 eV. As for the SMILES: C=C=N.C=C. The calculation puts the frontier orbital gap at 10.431 eV.


Among the records above, which one has the lowest electronic energy? C22H48FGaN3O14